1.
A structure of composition C18H17Cl2N3O3ReS2. Source: the Open Molecules 2025 dataset; level of theory: the ωB97M-V functional and the def2-TZVPD basis.

The total energy comes out at -78384.4814 eV. For the energy relative to the best compared isomer or geometry (same formula, charge and spin), the calculation gives 80.9 kJ/mol. The orbital gap (spin up / spin down) comes out at 6.1 / 6.1 eV. As for the lowest unoccupied orbital energy (spin up / spin down): -8.56 / -8.68 eV.

```
! RIJCOSX wB97M-V def2-TZVPD def2/J DEFGRID3
* xyz 2 2
Re 0.59 0.37 0.74
Cl -2.93 -0.53 -0.79
Cl -1.90 0.71 -3.23
S 2.06 1.91 1.47
S 5.02 2.19 0.67
O 0.06 -2.09 -1.80
O -0.70 1.86 0.52
O 0.10 0.04 -1.09
N 0.31 -1.61 1.33
N 2.40 -0.58 0.42
N 3.59 0.08 0.24
C -0.75 3.79 -0.83
C 0.84 4.23 -2.59
C -1.30 2.91 0.18
C 1.21 -2.52 0.83
C 4.56 3.75 1.46
C -0.19 -4.33 1.50
C -0.80 -2.04 1.92
C 2.42 -1.88 0.36
C -0.80 5.90 -1.99
C 0.27 5.49 -2.77
C -1.32 5.05 -1.03
C -1.87 -0.73 -2.21
C 0.34 3.38 -1.62
C 3.58 1.26 0.74
C -0.46 -1.03 -1.68
C -2.59 3.18 0.87
C 0.99 -3.88 0.90
C -1.08 -3.40 2.02
H -2.45 4.02 1.56
H 5.47 4.34 1.45
H 3.33 -2.40 0.07
H 4.25 3.58 2.49
H -0.40 -5.38 1.57
H -2.91 2.31 1.44
H -1.24 6.88 -2.14
H 1.66 3.91 -3.21
H -2.00 -3.72 2.50
H -1.48 -1.29 2.30
H 3.79 4.27 0.89
H -2.24 -1.59 -2.77
H 0.67 6.15 -3.53
H -2.17 5.39 -0.44
H 1.71 -4.57 0.50
H 0.76 2.40 -1.51
H -3.36 3.47 0.16
*
```


2.
A cluster of 3 separate species, C23H41BN2O12S2 in total. Source: the Open Molecules 2025 dataset; level of theory: the ωB97M-V functional and the def2-TZVPD basis.

Its SMILES is [H]/N=C(/C)CC1=C(CB(O)O)C(=O)C(CCOCC)=C(N(C)C(C)=O)C1=O.CCOS(C)(=O)=O.CCOS(C)(=O)=O. The total energy comes out at -74412.3411 eV. The orbital gap comes out at 8.5 eV. As for the lowest unoccupied orbital energy: -0.62 eV.

```
! RIJCOSX wB97M-V def2-TZVPD def2/J DEFGRID3
* xyz 0 1
S -1.03 5.59 6.28
S -2.49 1.52 -6.88
O -1.87 2.15 -5.56
O 2.08 -6.25 1.14
O -2.97 0.20 -6.58
O 1.91 3.05 -0.62
O -1.84 6.58 5.64
O 0.28 1.85 -1.81
O -1.16 -4.33 -2.57
O 0.48 5.78 5.83
O 0.19 -1.31 -2.02
O -0.68 -1.90 2.37
O -1.37 4.20 6.19
O -1.61 1.76 -7.98
N 0.62 -4.55 1.35
N 0.21 2.12 2.46
C 0.46 0.98 2.93
C -3.87 2.61 -7.01
C -0.41 0.52 4.09
C 1.58 0.08 2.36
C 3.20 -4.17 1.20
C 0.20 -1.99 1.58
C 0.31 -4.59 2.81
C 0.69 -1.61 -1.00
C 0.43 6.13 3.40
C 0.88 5.25 4.55
C 1.07 -0.79 1.23
C 0.74 -3.04 -0.49
C -0.26 -4.98 -1.70
C 0.50 1.51 -5.55
C 1.97 -5.09 1.24
C 1.02 -4.11 -1.52
C 0.53 -3.25 0.79
C -2.11 -5.22 -3.12
C -0.81 6.03 7.97
C 2.19 0.52 -0.56
C -2.47 -4.69 -4.52
C 1.32 -0.60 -0.04
C -0.85 1.40 -4.86
B 1.40 1.83 -1.02
H -3.04 -5.28 -2.53
H 0.84 -3.80 3.37
H 0.74 7.17 3.57
H -0.73 -5.09 -0.71
H -0.39 7.03 8.02
H 0.73 -5.53 3.19
H -0.69 1.34 4.75
H -3.20 -5.39 -4.96
H -0.16 5.30 8.44
H -0.51 1.82 -1.25
H 0.49 1.00 -6.51
H -1.59 -4.61 -5.15
H 2.72 0.13 -1.44
H 1.19 -3.63 -2.48
H 4.07 -4.79 1.44
H 2.98 0.80 0.15
H -2.94 -3.71 -4.45
H -1.72 -6.24 -3.26
H -1.33 0.12 3.64
H 0.02 -5.98 -2.05
H 1.27 1.05 -4.93
H -0.78 1.83 -3.86
H -0.75 -4.61 3.03
H 0.51 4.23 4.43
H -1.16 0.36 -4.74
H 0.87 2.32 1.70
H -4.52 2.47 -6.15
H -1.79 6.02 8.44
H -3.50 3.64 -7.06
H 1.87 -4.75 -1.27
H 2.71 2.92 -0.11
H 3.10 -3.40 1.97
H 0.76 2.55 -5.73
H -0.65 6.13 3.31
H -4.40 2.37 -7.93
H 2.42 0.71 2.09
H 1.97 5.20 4.56
H 0.86 5.78 2.46
H 0.07 -0.32 4.61
H 3.30 -3.78 0.19
H 1.91 -0.58 3.18
*
```


3.
A structure of composition C27H33Br2ClN2O2Ta. Source: the Open Molecules 2025 dataset; level of theory: the ωB97M-V functional and the def2-TZVPD basis.

The total energy comes out at -189742.5403 eV. For the energy relative to the best compared isomer or geometry (same formula, charge and spin), the calculation gives 122.9 kJ/mol. The orbital gap (spin up / spin down) comes out at 5.2 / 5.2 eV. As for the lowest unoccupied orbital energy (spin up / spin down): -11.91 / -11.94 eV.

```
! RIJCOSX wB97M-V def2-TZVPD def2/J DEFGRID3
* xyz 3 1
Ta -0.18 -0.22 0.01
Br -1.32 -3.29 -0.35
Br 1.02 -3.45 1.71
Cl 2.12 -1.50 -4.09
O 1.69 -1.14 -0.30
O 0.19 -1.13 -1.84
N -1.54 0.88 -1.21
N 0.95 1.34 -0.90
C -3.60 -1.37 -1.19
C 0.15 -0.26 2.74
C -0.91 1.50 -2.26
C -2.47 4.66 -0.28
C -2.93 1.15 -1.18
C 0.79 0.85 2.16
C -3.90 0.10 -1.12
C 0.72 3.18 1.19
C 2.60 2.30 -2.13
C 2.36 -2.09 -2.45
C -3.47 0.62 2.09
C 2.25 1.66 -0.92
C -4.74 2.75 -1.34
C -0.05 -4.49 0.52
C -1.22 -0.47 2.46
C 1.39 -1.45 -1.51
C 1.46 2.35 -2.90
C -2.55 3.77 -1.53
C -1.32 1.71 1.42
C -5.25 0.42 -1.15
C -3.38 2.51 -1.35
C -1.99 0.58 1.93
C 0.43 1.76 -2.12
C 0.07 1.89 1.56
C 0.85 -1.02 3.82
C -5.68 1.74 -1.22
C -4.17 -2.15 0.00
H 0.56 -4.95 -0.24
H 0.40 -1.98 4.04
H -1.55 3.61 -1.93
H -5.08 3.77 -1.45
H -1.47 1.75 -3.15
H 1.92 -1.12 3.64
H 3.38 -1.89 -2.11
H -3.67 1.23 2.97
H 2.20 -3.17 -2.42
H -1.71 -1.34 2.86
H 0.74 -0.39 4.71
H -3.61 -1.97 0.93
H -6.74 1.97 -1.23
H 1.81 3.09 1.16
H 0.35 3.58 0.25
H 0.48 3.91 1.98
H -5.21 -1.88 0.18
H -5.97 -0.38 -1.15
H 2.91 1.41 -0.10
H -3.45 4.81 0.17
H -1.80 4.25 0.48
H 1.34 2.77 -3.89
H -4.14 -3.22 -0.19
H -3.98 1.09 1.25
H -2.53 -1.54 -1.37
H 3.57 2.68 -2.38
H -1.91 2.51 0.99
H -3.91 -0.36 2.28
H -0.63 -5.21 1.09
H -4.10 -1.74 -2.09
H 1.85 0.94 2.36
H -2.07 5.63 -0.56
H -3.06 4.34 -2.30
*
```


4.
A structure of composition C4H6O. Source: the Open Molecules 2025 dataset; level of theory: the ωB97M-V functional and the def2-TZVPD basis.

The total energy comes out at -6288.6696 eV. For the energy relative to the best compared isomer or geometry (same formula, charge and spin), the calculation gives 313.4 kJ/mol. The orbital gap comes out at 8.8 eV. As for the lowest unoccupied orbital energy: 0.03 eV.

```
! RIJCOSX wB97M-V def2-TZVPD def2/J DEFGRID3
* xyz 0 1
O -2.38 0.18 0.17
C -0.55 -1.32 -0.10
C 1.09 0.03 0.04
C -0.07 0.98 -0.22
C -1.20 -0.02 -0.02
H 1.49 0.01 1.05
H -0.12 1.79 0.51
H -0.60 -1.99 0.76
H 0.70 -1.11 -0.35
H 1.91 0.07 -0.70
H -0.08 1.40 -1.23
*
```


5.
A cluster of 3 separate species, CH8O2S2 in total. Source: the Open Molecules 2025 dataset; level of theory: the ωB97M-V functional and the def2-TZVPD basis.

Its SMILES is CSS.O.O. The total energy comes out at -26931.4244 eV. For the energy relative to the best compared isomer or geometry (same formula, charge and spin), the calculation gives 105.2 kJ/mol. The orbital gap comes out at 9.0 eV. As for the lowest unoccupied orbital energy: 0.32 eV.

```
! RIJCOSX wB97M-V def2-TZVPD def2/J DEFGRID3
* xyz 0 1
S -1.01 -0.92 1.18
S -2.30 -0.20 -0.13
O 2.53 -2.06 -2.56
O 2.48 0.45 0.45
C -2.60 1.29 0.76
H 2.83 -1.14 -2.42
H 2.10 0.18 1.30
H -1.75 1.93 0.60
H -0.18 -0.99 0.17
H 1.85 1.06 0.15
H 2.31 -2.52 -1.66
H -2.73 1.06 1.82
H -3.53 1.88 0.35
*
```


6.
The molecule C5H10. Source: the Open Molecules 2025 dataset; level of theory: the ωB97M-V functional and the def2-TZVPD basis.

Its SMILES is CC=C(C)C. The total energy comes out at -5346.6190 eV. For the energy relative to the best compared isomer or geometry (same formula, charge and spin), the calculation gives 62.4 kJ/mol. The orbital gap comes out at 9.9 eV. As for the lowest unoccupied orbital energy: 1.14 eV.

```
! RIJCOSX wB97M-V def2-TZVPD def2/J DEFGRID3
* xyz 0 1
C 0.76 0.13 0.66
C -0.43 0.17 0.09
C -1.57 0.91 0.77
C 1.99 -0.55 0.12
C -0.70 -0.47 -1.26
H 1.83 -0.99 -0.86
H 0.87 0.61 1.64
H -1.74 -0.35 -1.56
H -0.49 -1.55 -1.25
H -2.48 0.88 0.17
H 2.82 0.16 0.04
H -1.80 0.47 1.75
H -0.07 -0.03 -2.04
H -1.32 1.96 0.94
H 2.32 -1.35 0.80
*
```


7.
A structure of composition C40H42IrN4O4SSb. Source: the Open Molecules 2025 dataset; level of theory: the ωB97M-V functional and the def2-TZVPD basis.

The total energy comes out at -76517.3967 eV. For the energy relative to the best compared isomer or geometry (same formula, charge and spin), the calculation gives 0.0 kJ/mol. The orbital gap (spin up / spin down) comes out at 7.9 / 5.2 eV. As for the lowest unoccupied orbital energy (spin up / spin down): -2.17 / -4.67 eV.

```
! RIJCOSX wB97M-V def2-TZVPD def2/J DEFGRID3
* xyz 1 2
Ir -0.18 0.28 -0.24
Sb -0.11 -2.36 -0.39
S 0.21 2.58 -0.50
O 3.11 -2.33 -1.40
O 2.31 -0.35 4.50
O 6.52 0.84 0.47
O -0.07 0.24 -2.29
N 2.40 -0.24 1.95
N -0.16 1.44 -2.90
N 4.20 -0.36 0.54
N 2.07 -0.03 -0.35
C -1.00 1.12 3.90
C 6.39 -0.08 1.46
C -0.01 3.79 -2.95
C -0.37 2.55 -4.97
C 1.16 0.12 2.49
C 0.03 0.51 1.77
C 3.87 -3.48 -1.76
C 2.72 -0.03 -1.62
C -3.62 -2.05 2.23
C -2.72 -1.29 1.52
C 5.93 -2.06 3.37
C 5.15 -0.73 1.51
C 7.77 1.51 0.34
C 3.49 1.17 -3.58
C -1.01 1.09 2.52
C -4.18 1.43 -1.34
C 1.17 0.14 3.90
C -0.34 1.40 -4.24
C -2.22 0.44 -0.24
C 4.94 -1.73 2.45
C 2.90 1.15 -2.32
C 2.77 0.35 5.65
C -3.12 -0.45 0.45
C 7.14 -1.40 3.33
C -5.41 -1.26 0.86
C 0.32 -3.10 -2.33
C -1.70 -3.74 -0.07
C 7.39 -0.42 2.37
C 2.85 -0.22 0.68
C -0.19 3.77 -4.31
C 3.95 -0.02 -4.13
C 3.24 -1.21 -2.16
C 0.00 2.60 -2.21
C 0.08 0.61 4.61
C -5.02 0.52 -0.78
C -4.98 -2.06 1.88
C -2.80 1.40 -1.05
C 1.24 -3.24 1.00
C -4.51 -0.42 0.16
C 3.84 -1.21 -3.42
H 0.58 -4.15 -2.23
H 2.57 2.07 -1.86
H 7.99 2.08 1.24
H -2.61 -3.43 -0.58
H -1.69 -1.29 1.83
H -1.36 -4.70 -0.47
H 7.92 -1.65 4.03
H 4.92 -3.22 -1.91
H 0.11 4.71 -2.41
H -3.27 -2.65 3.06
H 1.20 -4.32 0.89
H 4.00 -2.27 2.46
H 8.57 0.80 0.15
H -5.68 -2.68 2.43
H 1.11 -2.56 -2.84
H -4.56 2.19 -2.02
H 8.34 0.08 2.34
H -0.60 -3.02 -2.91
H 0.90 -2.96 1.99
H 7.66 2.18 -0.50
H 4.22 -2.12 -3.84
H 2.09 0.24 6.49
H -0.46 0.40 -4.63
H -6.46 -1.22 0.59
H -0.53 2.49 -6.04
H 3.73 -0.09 5.90
H 4.58 0.00 -0.33
H 3.11 -0.34 2.67
H -0.21 4.70 -4.87
H 3.61 2.10 -4.11
H 0.09 0.61 5.69
H -1.87 1.49 2.00
H 3.78 -4.17 -0.93
H 2.25 -2.88 0.83
H -6.08 0.51 -1.01
H -2.20 2.16 -1.52
H 3.47 -3.95 -2.66
H -1.85 1.53 4.43
H 2.90 1.41 5.43
H -1.90 -3.84 0.99
H 5.75 -2.83 4.10
H 4.42 -0.02 -5.10
*
```


8.
The molecule C17H16BrNO4. Source: the Open Molecules 2025 dataset; level of theory: the ωB97M-V functional and the def2-TZVPD basis.

Its SMILES is COc1ccccc1C(=O)NCC(=O)OCc1ccc(Br)cc1. The total energy comes out at -97611.8624 eV. For the energy relative to the best compared isomer or geometry (same formula, charge and spin), the calculation gives 1.2 kJ/mol. The orbital gap comes out at 9.6 eV. As for the lowest unoccupied orbital energy: 0.65 eV.

```
! RIJCOSX wB97M-V def2-TZVPD def2/J DEFGRID3
* xyz 0 1
Br -5.16 2.67 -4.05
O -0.27 0.58 0.21
O 1.86 0.78 0.88
O 1.15 -3.56 2.02
O 4.28 -1.01 2.75
N 1.64 -1.42 2.51
C 4.40 -2.31 3.12
C 0.79 0.24 0.94
C 5.41 -0.18 2.72
C -1.56 3.15 -2.07
C -0.08 1.67 -0.70
C -1.33 1.90 -1.50
C 3.27 -3.15 2.99
C -2.26 0.89 -1.69
C 5.66 -4.19 3.97
C 0.45 -0.91 1.87
C 3.39 -4.49 3.35
C -3.60 2.35 -3.01
C -3.40 1.11 -2.45
C 5.58 -2.85 3.61
C 4.56 -5.01 3.84
C -2.69 3.38 -2.83
C 1.94 -2.74 2.44
H 5.81 -0.01 3.72
H -4.12 0.32 -2.59
H -2.09 -0.08 -1.25
H 0.19 2.57 -0.13
H -0.27 -0.54 2.61
H 4.62 -6.05 4.12
H 0.76 1.44 -1.36
H -0.84 3.95 -1.93
H -0.02 -1.73 1.32
H 6.46 -2.23 3.72
H 6.59 -4.57 4.36
H 2.51 -5.11 3.21
H -2.86 4.35 -3.28
H 6.20 -0.60 2.08
H 2.38 -0.75 2.67
H 5.07 0.76 2.30
*
```